{"formula": "C39H60GeN5O3P3Pt", "method": "ωB97M-V/def2-TZVPD", "orbital_gap_ev": [6.07, 5.02], "mol_weight_da": 1007.55, "e_homo_ev": [-9.7, -9.7], "s2": 0.762, "total_energy_ha": -5241.63078, "charge": 1, "multiplicity": 2, "species": ["Pt", "Ge", "P", "P", "P", "O", "O", "O", "N", "N", "N", "N", "N", "C", "C", "C", "C", "C", "C", "C", "C", "C", "C", "C", "C", "C", "C", "C", "C", "C", "C", "C", "C", "C", "C", "C", "C", "C", "C", "C", "C", "C", "C", "C", "C", "C", "C", "C", "C", "C", "C", "C", "H", "H", "H", "H", "H", "H", "H", "H", "H", "H", "H", "H", "H", "H", "H", "H", "H", "H", "H", "H", "H", "H", "H", "H", "H", "H", "H", "H", "H", "H", "H", "H", "H", "H", "H", "H", "H", "H", "H", "H", "H", "H", "H", "H", "H", "H", "H", "H", "H", "H", "H", "H", "H", "H", "H", "H", "H", "H", "H", "H"], "coordinates": [[-0.968, -1.096, 0.989], [0.277, 0.521, -0.554], [-2.042, 0.724, 1.736], [2.828, -0.877, 1.686], [-2.183, -2.026, -0.848], [-0.217, -2.498, 2.783], [0.997, -4.190, 2.196], [0.399, -2.717, 0.721], [0.416, -3.178, 1.938], [0.871, 1.861, -2.293], [-0.281, -0.418, -2.097], [-1.124, 1.864, -0.553], [2.332, 0.772, -0.562], [1.854, -1.144, -5.062], [3.489, 0.356, 2.915], [4.018, -2.310, 1.732], [-3.966, -2.187, -1.298], [-0.677, 0.423, 4.162], [-2.092, 2.042, 0.485], [1.308, 0.849, -3.256], [-1.430, -3.669, -1.205], [2.788, 1.987, -1.001], [1.918, 2.695, -1.839], [-1.241, 1.475, 3.203], [-1.602, -0.982, -2.243], [3.326, -0.049, 0.119], [-3.802, 0.322, 2.020], [-4.769, -0.884, -1.241], [2.288, 1.058, -4.203], [-1.623, 3.899, -4.185], [-4.753, 1.478, 2.331], [2.565, 0.048, -5.118], [-3.945, -0.824, 3.027], [4.287, -2.727, 3.190], [5.331, -2.172, 0.954], [4.994, 0.617, 2.957], [0.881, -1.352, -4.092], [-1.608, -4.671, -0.053], [-2.384, 3.491, -1.925], [4.246, 3.923, -1.038], [3.294, 4.639, -1.758], [-0.503, 3.119, -3.929], [-2.121, 2.483, 3.942], [-4.664, -3.256, -0.454], [-1.299, 2.639, -1.684], [-0.339, 2.541, -2.688], [2.122, 4.017, -2.166], [4.005, 2.617, -0.658], [0.604, -0.352, -3.167], [-2.534, 4.108, -3.161], [-1.875, -4.278, -2.536], [2.738, 1.670, 2.693], [5.563, -0.280, 3.188], [1.399, 4.552, -2.767], [2.078, -1.935, -5.767], [-3.920, -2.518, -2.341], [-3.119, 3.674, -1.154], [-4.948, -1.250, 2.967], [-1.677, -1.561, -3.165], [5.970, -3.029, 1.178], [0.255, 2.971, -4.689], [-0.761, -5.356, -0.017], [-5.735, -3.246, -0.667], [-1.476, -0.072, 4.717], [-1.993, 3.015, 0.986], [-2.511, -5.265, -0.188], [-4.052, -0.063, 1.034], [0.369, -2.306, -4.029], [-3.108, 1.994, 0.072], [-4.298, -4.258, -0.662], [-5.126, -0.699, -0.230], [3.326, 0.196, -5.871], [4.753, 2.088, -0.086], [-0.402, 2.011, 2.753], [-3.797, -0.470, 4.050], [-4.627, 1.854, 3.343], [-1.681, -4.186, 0.922], [3.440, -3.102, 1.261], [2.915, 2.359, 3.522], [2.820, 2.001, -4.246], [5.181, 4.395, -0.765], [-1.497, 3.044, 4.639], [-4.532, -3.060, 0.613], [4.203, 0.538, 0.373], [5.362, 1.027, 2.014], [3.633, -0.831, -0.580], [-4.221, -0.004, -1.581], [-0.019, 0.906, 4.887], [-4.639, 2.315, 1.641], [-5.652, -0.981, -1.875], [-2.328, -0.163, -2.326], [3.068, 2.167, 1.778], [3.513, -2.395, 3.887], [-3.384, 4.759, -3.322], [-2.606, 3.200, 3.278], [-1.764, 4.354, -5.155], [-2.917, -4.597, -2.507], [3.481, 5.667, -2.037], [-0.105, -0.348, 3.647], [4.336, -3.812, 3.267], [5.241, -2.328, 3.536], [5.882, -1.273, 1.231], [5.182, -2.165, -0.125], [-1.750, -3.601, -3.381], [3.183, -0.056, 3.883], [-3.227, -1.626, 2.841], [1.664, 1.501, 2.610], [-2.887, 1.976, 4.527], [-5.780, 1.119, 2.242], [5.219, 1.353, 3.734], [-1.268, -5.163, -2.737], [-0.369, -3.418, -1.265]], "lowdin_spin": [0.37, 0.08, 0.04, 0.05, 0.14, 0.01, 0.02, 0.02, 0.00, 0.00, 0.01, 0.02, 0.04, 0.00, 0.01, 0.01, 0.04, 0.01, 0.00, 0.00, 0.02, 0.00, 0.01, 0.02, 0.00, 0.00, 0.00, 0.00, 0.00, 0.00, 0.00, 0.00, 0.00, 0.00, 0.00, 0.00, 0.00, 0.01, 0.00, 0.00, 0.01, 0.00, 0.00, 0.00, 0.00, 0.00, 0.00, 0.01, 0.00, 0.00, 0.01, 0.00, 0.00, 0.00, 0.00, 0.01, 0.00, 0.00, 0.00, 0.00, 0.00, 0.00, 0.00, 0.00, 0.00, 0.00, 0.00, 0.00, 0.00, 0.00, 0.00, 0.00, 0.00, 0.00, 0.00, 0.00, 0.00, 0.00, 0.00, 0.00, 0.00, 0.00, 0.00, 0.00, 0.00, 0.00, 0.00, 0.00, 0.00, 0.00, 0.00, 0.00, 0.00, 0.00, 0.00, 0.00, 0.00, 0.00, 0.01, 0.00, 0.00, 0.00, 0.00, 0.00, 0.00, 0.00, 0.00, 0.00, 0.00, 0.00, 0.00, 0.00]}